1 | The following is a quantum chemistry calculation of the molecule C3H4N2O2, from the OMol25 dataset.

HOMO-LUMO gap (spin up / spin down), eV: 7.81 / 7.81
LUMO level (spin up / spin down), eV: -0.19 / -0.19
SMILES string: Nc1coc(=O)[nH]1

The geometry in ORCA input format:
```
! wB97M-V def2-TZVPD RIJCOSX def2/J DEFGRID3
* xyz 0 1
N -1.73535 -0.43256 -0.34245
C -0.59596 0.02669 0.15348
C -0.18854 1.37109 0.24877
O 1.10804 1.10695 -0.43908
C 1.57354 -0.12687 -0.23387
O 2.69446 -0.49537 -0.45002
N 0.48410 -0.92118 0.22399
H -1.67360 -1.32048 -0.82230
H -2.31320 0.27617 -0.77020
H 0.01532 1.76677 1.24896
H 0.63120 -1.25121 1.18272
*
```

---

2 | The following is a quantum chemistry calculation of the molecule C3H4N2O2, from the OMol25 dataset.

HOMO-LUMO gap, eV: 8.31
LUMO level, eV: 0.29
SMILES string: Nc1ncoc1O

The geometry in ORCA input format:
```
! wB97M-V def2-TZVPD RIJCOSX def2/J DEFGRID3
* xyz 0 1
N 1.71921 -0.48110 -0.12633
C 0.37696 -0.23762 0.11460
N -0.39421 -1.37755 0.31393
C -1.62204 -0.85852 -0.12024
O -1.57840 0.46244 -0.26573
C -0.26936 0.83638 0.10681
O -0.06966 2.06755 -0.02010
H 2.03596 -1.30993 -0.41326
H 2.37180 0.11362 -0.65387
H -2.66936 -1.33827 -0.04668
H 0.09910 2.12300 1.11088
*
```

---

3 | The following is a quantum chemistry calculation of C3H4N2O2 as an isolated structure, from the OMol25 dataset.

HOMO-LUMO gap (spin up / spin down), eV: 7.14 / 7.14
LUMO level (spin up / spin down), eV: -2.29 / -2.29

The geometry in ORCA input format:
```
! wB97M-V def2-TZVPD RIJCOSX def2/J DEFGRID3
* xyz 0 1
C 0.28267 0.33006 0.03898
C -1.07987 -0.52767 -0.34412
C 1.02961 -0.41364 1.10632
N 0.51088 1.42090 -0.42757
N -1.38191 -0.07135 -1.51423
O -1.40143 -1.41247 0.41591
O -0.95949 1.01792 -2.03941
H 1.96503 0.09583 1.16782
H 0.45752 -0.28600 2.08882
H 0.93233 -1.50134 0.76085
H -0.35537 1.34777 -1.25336
*
```

---

Which of them is the most stable, and which is the least stable? 1 and 3, in that order.

---

1 | The following is a quantum chemistry calculation of C3H4N2O2 as an isolated structure, from the OMol25 dataset.

HOMO-LUMO gap, eV: 9.45
LUMO level, eV: 0.77

The geometry in ORCA input format:
```
! wB97M-V def2-TZVPD RIJCOSX def2/J DEFGRID3
* xyz 0 1
N -1.79303 -0.36390 -0.18748
C -0.49731 -0.12778 0.17094
C 0.09379 0.95428 0.74772
O 1.46192 0.60327 1.03518
C 1.58618 -0.02716 -0.16316
O 2.24755 0.34875 -1.07704
N 0.51477 -1.04039 -0.22254
H -1.92584 -0.88415 -1.04443
H -2.44414 0.39618 -0.04785
H 0.05814 1.97294 0.39345
H 0.69797 -1.83204 0.39521
*
```

---

2 | The following is a quantum chemistry calculation of C3H4N2O2 as an isolated structure, from the OMol25 dataset.

HOMO-LUMO gap, eV: 10.09
LUMO level, eV: 0.44

The geometry in ORCA input format:
```
! wB97M-V def2-TZVPD RIJCOSX def2/J DEFGRID3
* xyz 0 1
C -1.19202 0.85197 -1.04473
C -0.43915 0.04636 -0.25034
C 0.96570 -0.73578 0.95521
H -0.49859 1.54560 -1.76745
H -1.76915 0.02310 -1.59868
H -1.88226 1.54942 -0.34113
H 2.78758 -0.27609 0.83809
N -0.90680 -0.98161 0.30756
N 0.83230 0.28550 0.04824
O -0.01696 -1.51267 1.26529
O 2.11935 -0.79580 1.58795
*
```

---

Which of them is the most stable, and which is the least stable? 1 and 2, in that order.

---

1 | The following is a quantum chemistry calculation of C29H35KN6O2S3Se as an isolated structure, from the OMol25 dataset.

HOMO-LUMO gap, eV: 6.41
LUMO level, eV: 3.84

The geometry in ORCA input format:
```
! wB97M-V def2-TZVPD RIJCOSX def2/J DEFGRID3
* xyz -2 1
K 0.23890 -0.33770 -0.23207
C -1.94706 3.75520 0.31688
C -0.87937 3.73115 1.41106
C 0.39737 4.37816 0.86788
C -0.64780 2.33998 1.99029
C -1.63171 1.35639 1.97542
C -1.43106 0.12053 2.58570
C -0.22915 -0.19262 3.20020
C 0.01442 -1.53248 3.84433
C 0.77681 0.77317 3.18230
C 0.56810 2.00940 2.59515
H -2.07731 4.77654 -0.04928
H -2.91638 3.40171 0.67037
H -1.61931 3.14215 -0.52291
H -1.23991 4.35337 2.24211
H 0.82776 3.75941 0.07793
H 1.14989 4.53262 1.64164
H 0.16123 5.35753 0.44707
H -2.56879 1.51455 1.45905
H -2.21667 -0.62251 2.51972
H 0.95433 -1.96125 3.49100
H -0.79434 -2.22761 3.61605
H 0.08085 -1.43750 4.93135
H 1.74880 0.53599 3.59720
H 1.38707 2.71551 2.58985
N 2.86056 1.95721 -1.71973
N 1.95101 2.84423 -2.32722
C 0.56989 2.56405 -2.34462
O -0.09221 3.12923 -3.24385
O 0.14458 1.80509 -1.43412
H 2.81336 2.06849 -0.71448
H 2.61142 0.99247 -1.92704
H 2.28801 3.20169 -3.20671
C -2.63091 1.64242 -4.30834
N -2.79009 0.55627 -3.31178
C -1.60513 -0.34988 -3.33799
C -3.02998 1.10143 -1.92075
C -3.65864 0.05068 -1.04403
C -5.05901 0.00520 -1.00774
C -5.70533 -0.97001 -0.26235
C -4.92373 -1.88713 0.43444
C -3.53456 -1.80584 0.38310
C -2.81239 -0.83647 -0.34553
H -2.43565 1.19491 -5.28146
H -1.77612 2.25521 -4.00182
H -3.54692 2.23110 -4.34068
H -3.61284 -0.00183 -3.54044
H -0.72654 0.26127 -3.15140
H -1.53771 -0.83503 -4.30884
H -1.71735 -1.08222 -2.54320
H -3.68057 1.97032 -2.05078
H -2.04803 1.41977 -1.57068
H -5.64802 0.74636 -1.54821
H -6.78783 -1.01007 -0.21783
H -5.40583 -2.66268 1.02405
H -2.98243 -2.55174 0.95705
S 8.63768 -1.57373 -0.09100
C 7.08786 -1.72665 0.52032
S 5.80990 -0.58140 0.27622
C 4.67506 -1.57170 1.21101
N 5.23045 -2.67398 1.62581
N 6.56871 -2.73422 1.24863
C 7.22833 -3.94780 1.58599
C 6.52930 -5.13799 1.43209
C 7.13633 -6.33773 1.77117
C 8.43375 -6.35029 2.26365
C 9.11952 -5.15417 2.42578
C 8.52016 -3.94865 2.09337
S 3.07293 -1.07582 1.47173
H 5.51475 -5.10147 1.06183
H 6.59208 -7.26547 1.64766
H 8.90799 -7.28897 2.52339
H 10.12907 -5.15769 2.81755
H 9.04262 -3.01149 2.20953
Se 0.42670 -2.83863 -5.24174
C 0.85493 -2.21121 -3.58457
N 1.11810 -1.80720 -2.52680
*
```

---

2 | The following is a quantum chemistry calculation of C29H35KN6O2S3Se as an isolated structure, from the OMol25 dataset.

HOMO-LUMO gap, eV: 6.23
LUMO level, eV: 3.76

The geometry in ORCA input format:
```
! wB97M-V def2-TZVPD RIJCOSX def2/J DEFGRID3
* xyz -2 1
K 1.23964 0.18737 -1.45782
C -4.44899 1.28056 0.14883
C -3.82395 0.89768 -1.18798
C -4.88206 0.89073 -2.29472
C -2.64932 1.76899 -1.58906
C -1.79536 1.32699 -2.60155
C -0.71691 2.09087 -3.01816
C -0.44103 3.32209 -2.42105
C 0.78157 4.10588 -2.81970
C -1.28901 3.76194 -1.41526
C -2.37830 2.99855 -1.00606
H -5.21186 0.54856 0.42491
H -4.93383 2.26069 0.09412
H -3.69596 1.28899 0.93619
H -3.42671 -0.11617 -1.08297
H -5.29976 1.89345 -2.42682
H -5.70018 0.21128 -2.04110
H -4.46026 0.57429 -3.24955
H -1.95028 0.36049 -3.06634
H -0.07656 1.70241 -3.80226
H 0.90902 4.11198 -3.90425
H 1.67285 3.65693 -2.37173
H 0.72038 5.13874 -2.47332
H -1.08415 4.70620 -0.92115
H -2.99899 3.36348 -0.19733
N 1.22456 -2.65092 -1.39227
N 2.53199 -3.10535 -1.15014
C 3.61731 -2.27333 -1.49132
O 4.75283 -2.79167 -1.38830
O 3.34402 -1.09013 -1.82298
H 0.60305 -3.05874 -0.70907
H 0.90827 -2.83605 -2.33892
H 2.72450 -4.08700 -1.27664
C 6.26580 -0.48715 0.06152
N 5.47775 0.77026 0.03249
C 5.26403 1.22615 -1.37222
C 4.15395 0.63667 0.77772
C 3.58285 2.00189 1.04253
C 4.09489 2.68774 2.15301
C 3.67366 3.97927 2.42451
C 2.72618 4.55146 1.57920
C 2.22574 3.83483 0.49648
C 2.62214 2.52565 0.15288
H 7.22080 -0.31089 -0.43238
H 5.71297 -1.27087 -0.47286
H 6.42853 -0.77271 1.09935
H 5.98032 1.50642 0.52706
H 4.76278 0.40762 -1.89380
H 6.23809 1.44950 -1.80682
H 4.61799 2.10178 -1.34780
H 4.38976 0.08822 1.69165
H 3.54861 0.02350 0.11896
H 4.80208 2.20075 2.82604
H 4.05206 4.51734 3.28627
H 2.36832 5.55805 1.77997
H 1.46899 4.33275 -0.10795
S -0.76613 -5.45021 3.37395
C -1.17872 -3.93007 2.80148
S -0.06728 -2.84698 2.03448
C -1.33588 -1.64648 1.75035
N -2.48582 -2.04831 2.22312
N -2.37296 -3.30670 2.81262
C -3.60039 -3.83562 3.30204
C -4.76338 -3.56870 2.58895
C -5.97761 -4.05439 3.04869
C -6.03777 -4.80178 4.21723
C -4.87265 -5.05314 4.92836
C -3.65247 -4.57061 4.47882
S -0.99378 -0.17212 0.98780
H -4.69776 -2.96909 1.69296
H -6.88063 -3.84627 2.48866
H -6.98718 -5.18280 4.57323
H -4.91083 -5.62821 5.84537
H -2.74159 -4.76600 5.02159
Se -0.96754 -2.09167 -6.49212
C -0.28973 -1.35558 -4.97449
N 0.13527 -0.87328 -4.00516
*
```

---

Which of them is the most stable, and which is the least stable? 1 and 2, in that order.

---

1 | The following is a quantum chemistry calculation of a 2-piece molecular cluster, C6H12NO overall, from the OMol25 dataset.

HOMO-LUMO gap, eV: 9.61
LUMO level, eV: -3.67

The geometry in ORCA input format:
```
! wB97M-V def2-TZVPD RIJCOSX def2/J DEFGRID3
* xyz 1 1
C 0.65187 1.42139 2.15500
C 1.15811 0.55170 1.26929
C 1.64398 0.97978 -0.05509
C 2.11999 0.21357 -1.04349
H 0.66680 2.49845 2.03356
H 0.12660 1.04819 3.02586
H 1.25531 -0.46619 1.63263
H 1.52490 2.04554 -0.24088
H 2.28511 0.61655 -2.03586
H 2.54653 -0.77211 -0.89126
O -2.96472 -1.48651 -1.50058
C -2.12440 -1.96205 -0.79965
C -1.00766 -1.11804 -0.21016
N -1.17441 0.27114 -0.71460
H -2.08033 -3.03896 -0.59085
H -1.12627 -1.08442 0.87432
H -0.00885 -1.50298 -0.39571
H -0.98569 0.94790 0.03386
H -0.41916 0.42968 -1.39044
H -2.08774 0.40738 -1.15593
*
```

---

2 | The following is a quantum chemistry calculation of an isolated ion of composition C6H12NO and charge +1, from the OMol25 dataset.

HOMO-LUMO gap, eV: 7.51
LUMO level, eV: -3.61
SMILES string: [NH3+]CC/C=C/C=C/O

The geometry in ORCA input format:
```
! wB97M-V def2-TZVPD RIJCOSX def2/J DEFGRID3
* xyz 1 1
N 3.16855 0.23013 -1.42403
C 2.93652 -0.93091 -0.49709
C 1.48352 -1.33164 -0.45339
C 0.59753 -0.26712 0.18954
C -0.73223 -0.29055 0.03779
C -1.62988 0.63582 0.70819
C -2.95934 0.53292 0.64568
O -3.74043 1.42883 1.29495
H 4.17166 0.35994 -1.56272
H 2.80362 1.11736 -1.06418
H 2.73642 0.09742 -2.33937
H 3.57981 -1.74715 -0.82142
H 3.28434 -0.65101 0.49817
H 1.10132 -1.58036 -1.44693
H 1.43179 -2.25844 0.12414
H 1.09675 0.51782 0.75328
H -1.18214 -1.03358 -0.63160
H -1.18970 1.46298 1.25234
H -3.48534 -0.27348 0.14639
H -4.67178 1.28494 1.10132
*
```

---

Which of them is the most stable, and which is the least stable? 2 and 1, in that order.

---

1 | The following is a quantum chemistry calculation of a 2-piece molecular cluster, C6H12NO overall, from the OMol25 dataset.

HOMO-LUMO gap, eV: 3.73
LUMO level, eV: -8.67

The geometry in ORCA input format:
```
! wB97M-V def2-TZVPD RIJCOSX def2/J DEFGRID3
* xyz 1 1
O -1.48987 -0.50485 1.41346
C -0.30607 -0.57077 1.02249
C 0.62791 0.48939 0.60131
C 1.97107 0.20732 0.02177
C 2.00643 -0.57539 -1.31259
C 1.50371 0.73946 -3.42207
C 0.97201 0.05539 -2.29734
N -4.11726 0.15488 3.09644
H 0.15515 -1.60063 1.04938
H 0.46718 1.49507 1.02321
H 2.70058 -0.29570 0.69712
H 2.39859 1.16231 -0.14633
H 3.08348 -0.62457 -1.52749
H 1.55328 -1.58517 -1.18571
H 0.74526 1.34977 -3.92004
H 2.50887 0.65924 -3.75316
H -0.12896 0.17448 -2.13035
H -4.22590 -0.89755 3.11196
H -4.83540 0.40727 3.81773
H -4.33272 0.63769 2.29950
*
```

---

2 | The following is a quantum chemistry calculation of a 2-piece molecular cluster, C6H12NO overall, from the OMol25 dataset.

HOMO-LUMO gap (spin up / spin down), eV: 4.07 / 4.08
LUMO level (spin up / spin down), eV: -7.44 / -7.44

The geometry in ORCA input format:
```
! wB97M-V def2-TZVPD RIJCOSX def2/J DEFGRID3
* xyz 1 1
C -3.55425 -0.49238 -0.39110
C -2.85494 -0.11400 0.93694
C 1.02273 -1.04142 -0.31928
C 1.82012 0.13353 0.23527
C 1.34310 1.50185 -0.04157
C 3.35496 0.07315 0.06525
N -2.21718 -0.68584 -0.17061
O 0.09367 -1.71494 -0.09029
H -4.14362 -1.32928 -0.54819
H -3.80943 0.39470 -0.87903
H -3.00461 -0.70325 1.74455
H -2.63702 0.95786 1.15958
H 2.14749 2.23229 0.03986
H 0.41809 1.70227 0.42238
H 1.15476 1.57612 -1.13784
H 3.72545 1.00795 -0.22872
H 3.66939 -0.78770 -0.56081
H 3.66621 -0.01521 1.21205
H -1.72498 -1.57032 -0.21369
H 1.53007 -1.12540 -1.23473
*
```

---

Which of them is the most stable, and which is the least stable? 1 and 2, in that order.